Entry 1:
The following is a quantum chemistry calculation of a molecular structure, C50H58I2N6O3PRb at a distorted geometry, from OMol25.

Last column: Mulliken charge in e.
Atoms and positions in Å:
Rb 0.7082 0.6951 -0.5536  1.684
C -5.2410 4.2180 -2.3979  -1.765
C -4.2302 3.4273 -1.6111  1.870
C -4.5849 2.2778 -0.9795  -2.462
C -3.5844 1.3801 -0.3278  1.116
C -2.4064 2.1897 0.1704  -1.839
N -1.7743 1.7324 1.3023  0.824
C -1.7883 2.4315 2.4282  0.991
C -2.6668 3.5332 2.6617  -1.115
C -2.8696 4.0671 3.9052  -1.151
C -2.1796 3.5980 5.0253  0.640
C -2.4364 4.1589 6.3961  -1.608
C -1.2543 2.5883 4.8172  -0.596
C -1.0460 2.0171 3.5736  -0.011
N -0.1151 0.9565 3.5089  0.324
C -0.0838 -0.0827 4.3686  -0.431
C 1.0042 -0.8594 4.0301  -1.114
C 1.5780 -0.1974 2.9382  0.096
N 0.8908 0.8942 2.6432  -0.041
C -2.0828 3.3588 -0.4891  0.576
C -2.9199 3.9196 -1.4733  -1.541
N -0.9467 4.1027 -0.1019  0.488
C -0.9188 5.4379 0.0530  -0.429
C 0.3770 5.7795 0.3778  -1.285
C 1.0557 4.5611 0.4039  -0.430
N 0.2436 3.5616 0.1086  0.678
H -6.2494 3.8735 -2.1657  0.405
H -5.1770 5.2827 -2.1666  0.382
H -5.0632 4.0943 -3.4679  0.262
H -5.6265 1.9818 -0.9227  0.347
H -4.0350 0.9272 0.5700  0.772
H -3.2439 3.9023 1.8239  0.177
H -3.5968 4.8629 4.0339  0.322
H -3.4616 4.5200 6.4730  0.378
H -2.2823 3.3976 7.1606  0.343
H -1.7721 4.9969 6.6226  0.260
H -0.6679 2.2215 5.6516  0.426
H -0.8270 -0.2142 5.1303  0.524
H 1.3280 -1.7661 4.5035  0.535
H 2.4406 -0.4782 2.3618  -0.032
H -2.5900 4.7842 -2.0270  0.389
H -1.8026 6.0359 -0.0537  0.442
H 0.7672 6.7618 0.5626  0.420
H 2.0917 4.3794 0.6083  0.200
I -1.9974 0.8904 -2.9634  0.255
C -0.8026 1.5470 -5.2883  -1.280
I 1.2393 0.9256 -5.8715  -0.395
H -0.7948 2.6320 -5.4454  0.455
H -1.4203 1.1202 -6.0853  0.421
C 3.7507 2.0952 0.2014  -1.125
C 4.9441 1.1949 -0.0952  0.522
C 4.8363 0.5747 -1.4841  -1.591
C 5.0524 0.1044 0.9906  -0.170
C 6.4885 -0.4665 1.1446  -0.765
O 6.3368 -1.8651 1.1260  -0.502
C 5.0013 -2.1094 0.7968  0.467
N 4.2477 -1.0619 0.7133  0.131
C 4.6042 -3.4525 0.5962  -0.613
C 5.5313 -4.4993 0.8069  -0.840
C 5.1849 -5.8075 0.6049  -0.663
C 3.8899 -6.1333 0.1745  -0.799
C 2.9709 -5.1221 -0.0410  0.231
C 3.2855 -3.7837 0.1573  -0.080
P 2.0333 -2.4936 -0.1749  1.232
C 0.5949 -3.5010 0.4108  0.586
C 0.5747 -3.7045 1.7897  -0.850
C -0.4259 -4.4405 2.3906  -0.604
C -1.4423 -4.9821 1.6176  -0.694
C -1.4297 -4.7929 0.2463  -0.375
C -0.4211 -4.0599 -0.3570  0.020
C 1.8261 -2.7427 -1.9884  0.897
C 2.7289 -3.4507 -2.7743  -0.872
C 2.5121 -3.5903 -4.1350  -0.610
C 1.4042 -3.0145 -4.7317  -0.932
C 0.5184 -2.2744 -3.9656  -0.825
C 0.7326 -2.1372 -2.6071  -0.219
H 3.5542 2.7607 -0.6363  0.525
H 3.9488 2.6915 1.0918  0.386
H 2.8661 1.4900 0.3833  -0.510
H 5.8598 1.8033 -0.0448  0.401
H 3.9515 -0.0595 -1.5305  0.197
H 5.7100 -0.0404 -1.6974  0.348
H 4.7607 1.3489 -2.2452  0.546
H 4.7312 0.5485 1.9462  0.488
H 6.9689 -0.1688 2.0833  0.293
H 7.1354 -0.1624 0.3099  0.361
H 6.5299 -4.2374 1.1331  0.464
H 5.9088 -6.5972 0.7713  0.365
H 3.6143 -7.1655 0.0037  0.481
H 1.9792 -5.3840 -0.3872  0.374
H 1.3692 -3.2742 2.3858  0.310
H -0.4239 -4.5972 3.4622  0.403
H -2.2439 -5.5393 2.0869  0.334
H -2.2182 -5.2185 -0.3630  0.384
H -0.4232 -3.9330 -1.4315  0.476
H 3.6082 -3.8861 -2.3216  0.350
H 3.2179 -4.1499 -4.7347  0.399
H 1.2410 -3.1237 -5.7943  0.365
H -0.3300 -1.7891 -4.4253  0.559
H 0.0420 -1.5539 -2.0073  0.039
O -1.1754 -0.9745 1.2287  -0.048
H -1.4049 -0.0098 1.3314  0.029
H -0.6915 -1.1992 2.0287  0.245
O 1.1671 2.7326 -2.7154  -0.517
H 0.2268 2.9162 -2.5921  0.151
H 1.1929 2.2785 -3.5695  0.100
C -5.0933 -0.3388 -2.7764  -1.909
C -4.1986 -0.8192 -1.6304  2.725
C -5.0879 -1.1949 -0.4367  -1.917
C -3.4847 -2.1002 -2.0824  -1.919
C -3.1243 0.2010 -1.2203  -0.446
H -5.8399 -1.1001 -3.0094  0.552
H -4.5047 -0.1499 -3.6713  0.238
H -5.6126 0.5770 -2.5116  0.348
H -5.7783 -1.9906 -0.7216  0.544
H -5.6802 -0.3479 -0.0981  0.337
H -4.4754 -1.5513 0.3895  0.205
H -4.2139 -2.8757 -2.3254  0.619
H -2.8358 -2.4709 -1.2893  0.198
H -2.8789 -1.9077 -2.9653  0.131
H -2.3835 -0.3417 -0.6329  -0.438

Force components x, y, z for each atom (eV/Å):
Rb -0.7 0.4 0.2
C 0.1 -0.1 0.0
C 0.3 0.2 0.3
C -0.5 0.0 0.3
C 0.2 -0.2 -0.4
C -0.2 1.3 -0.9
N 1.2 -1.0 1.0
C -0.4 -0.5 -0.4
C -0.1 0.4 -0.1
C 0.1 -0.1 0.0
C 0.0 -0.1 0.3
C 0.2 0.0 -0.2
C -0.1 0.1 0.0
C -0.3 0.9 0.1
N 0.0 -0.7 0.3
C 0.2 -0.3 -0.1
C 0.0 -0.1 0.2
C -0.2 0.0 0.3
N 0.5 0.5 -0.7
C -1.0 -1.6 0.2
C -0.1 0.8 -0.3
N -0.1 0.7 0.1
C 0.3 0.3 0.1
C -0.1 0.2 0.0
C 0.0 0.1 0.0
N 0.6 -0.7 0.0
H -0.1 0.0 -0.1
H 0.0 0.1 0.0
H -0.1 0.0 -0.1
H -0.2 0.1 0.0
H 0.1 0.0 -0.1
H 0.0 -0.1 -0.1
H -0.1 0.0 0.0
H -0.1 0.0 0.1
H 0.0 0.0 0.1
H 0.0 0.1 0.1
H 0.1 0.0 0.1
H -0.2 0.1 0.0
H 0.0 -0.2 0.1
H 0.1 0.0 -0.2
H 0.1 0.2 -0.2
H -0.2 -0.1 -0.1
H 0.0 0.1 0.1
H 0.2 -0.1 0.1
I 0.1 -0.4 -0.1
C 0.0 0.2 0.0
I 0.1 0.0 -0.2
H 0.2 0.1 -0.2
H 0.0 -0.1 -0.1
C 0.3 0.0 -0.1
C -0.2 -0.1 0.1
C 0.1 0.1 0.2
C 0.9 0.5 0.3
C 0.1 1.0 0.0
O -0.8 -1.3 -0.2
C 0.3 3.7 0.4
N 1.1 -1.5 0.2
C -1.1 -2.8 -0.6
C -0.1 1.1 0.1
C -0.6 -0.7 -0.2
C 0.6 0.3 0.2
C 0.0 -0.4 0.0
C 1.4 0.4 0.4
P -1.4 -0.3 -0.4
C 0.0 -0.1 0.1
C 0.0 0.1 -0.1
C -0.1 -0.1 0.1
C 0.0 0.0 0.0
C -0.2 -0.1 0.0
C 0.3 0.1 -0.1
C 0.3 0.0 0.0
C 0.1 0.0 0.1
C 0.0 -0.1 -0.1
C 0.0 -0.1 0.0
C -0.2 0.0 0.0
C 0.1 0.1 0.3
H -0.1 0.1 0.0
H -0.2 0.0 0.1
H 0.1 0.2 0.2
H -0.1 -0.1 0.0
H 0.0 0.0 -0.2
H 0.0 -0.2 -0.1
H 0.0 0.0 -0.1
H -0.1 -0.1 -0.2
H -0.1 -0.1 -0.1
H -0.1 -0.1 0.1
H 0.0 0.0 0.0
H 0.0 0.1 0.0
H 0.0 0.0 0.0
H 0.0 0.1 0.0
H 0.0 0.0 0.1
H 0.0 0.1 0.0
H 0.0 0.0 0.0
H 0.0 0.1 0.0
H -0.1 0.0 0.0
H 0.1 -0.1 0.0
H 0.1 0.0 0.0
H 0.0 0.1 -0.1
H -0.1 0.1 0.0
H -0.2 -0.1 -0.2
O 0.1 -0.4 -0.2
H -0.2 0.5 0.1
H 0.0 -0.1 0.1
O 0.2 -0.1 0.1
H -0.1 0.1 0.1
H 0.0 0.0 -0.1
C -0.1 0.0 0.1
C -0.1 -0.3 -0.2
C 0.1 0.1 -0.1
C -0.1 0.0 0.0
C -0.1 0.1 0.5
H -0.1 -0.2 0.0
H 0.0 0.0 -0.1
H 0.0 0.1 0.0
H -0.1 -0.1 -0.1
H 0.0 0.1 0.1
H 0.1 0.0 0.2
H -0.1 -0.1 0.0
H 0.1 -0.1 0.1
H 0.1 0.0 -0.1
H 0.1 -0.2 0.0

charge: -2
energy above the lowest of the compared OMol25 structures with the same formula, charge and spin: 51.8 kJ/mol
DFT total energy: -94018.5919 eV
Kohn-Sham gap: 2.55 eV
E_LUMO: 3.179 eV

---

Entry 2:
The following is a quantum chemistry calculation of a molecular structure, C17H32NO2P2V at a distorted geometry, from OMol25.

Last column: Mulliken charge in e.
Atoms and positions in Å:
V 0.1167 0.4972 0.1551  -0.231
P -2.1076 0.1584 -0.3663  1.045
C -2.0979 0.6597 -2.1660  -0.764
C -0.8458 1.4132 -2.6246  0.452
N 0.2531 1.2699 -1.8760  0.287
C 1.4680 1.4894 -2.3090  0.838
C 1.6361 2.1098 -3.5454  -0.861
C 0.5161 2.3552 -4.3672  -0.469
C -0.7354 1.9494 -3.9184  -0.852
C 2.6052 0.9879 -1.4159  -1.319
P 2.1212 -0.5005 -0.3817  1.009
H -1.6251 2.0764 -4.5354  0.473
H 2.6764 2.3007 -3.8543  0.429
H 0.6774 2.8393 -5.3443  0.408
H 3.4361 0.6497 -2.0684  0.517
H 2.9235 1.7881 -0.7032  0.348
H -2.0649 -0.2908 -2.6594  -0.148
H -3.0276 1.1085 -2.5599  0.622
H -1.0395 -2.0890 -2.8935  0.381
O -1.3347 -1.8610 -3.7934  -0.661
H -2.2657 -2.1681 -3.7623  0.355
H 0.2233 -1.6888 -0.7417  0.124
O -0.2026 -2.2478 -1.3644  -0.657
H -0.1258 -3.1665 -1.0952  0.275
C 2.6409 -1.8779 -1.4353  -1.344
H 3.5361 -1.6184 -2.0116  0.427
H 2.8255 -2.7391 -0.7915  0.406
H 1.7983 -2.1381 -2.0870  0.429
C 3.2203 -0.5286 1.0306  -1.364
H 2.9917 -1.4434 1.5842  0.358
H 4.2543 -0.5136 0.6805  0.467
H 2.9862 0.3269 1.6670  0.385
C -3.0673 1.5142 0.3423  -1.241
H -4.0723 1.4905 -0.1070  0.451
H -3.0399 1.2359 1.4016  0.366
H -2.5169 2.4483 0.1329  0.337
C -3.0875 -1.3594 -0.2603  -1.201
H -3.2262 -1.4647 0.8203  0.424
H -4.0530 -1.2399 -0.7843  0.403
H -2.4907 -2.1972 -0.6526  0.235
C -1.2515 0.7329 5.1449  -1.565
C 0.0143 0.0325 4.6539  2.079
C 1.2580 0.7398 5.1891  -1.549
C 0.0073 -1.4411 5.0574  -1.477
C 0.0401 0.1192 3.2067  0.432
C 0.0353 0.2320 1.9750  -1.391
H -1.2855 0.7141 6.2370  0.418
H -2.1496 0.2288 4.7635  0.339
H -1.2657 1.7808 4.8166  0.351
H 1.2557 0.7164 6.2807  0.419
H 2.1730 0.2459 4.8360  0.329
H 1.2748 1.7889 4.8654  0.360
H -0.8804 -1.9478 4.6608  0.372
H 0.9041 -1.9516 4.6877  0.345
H -0.0092 -1.5266 6.1484  0.395

Force components x, y, z for each atom (eV/Å):
V -0.2 1.9 -2.1
P -0.6 0.4 -2.2
C -0.2 0.7 0.2
C -0.3 -0.6 -1.0
N -1.6 -1.1 1.4
C 1.0 0.6 -0.9
C 0.7 -0.3 -0.3
C 0.9 0.1 0.4
C -0.2 0.3 0.4
C 0.3 0.4 -0.1
P 1.0 -0.2 -1.1
H 0.3 -0.1 0.1
H -0.8 0.1 -0.1
H -0.3 -0.4 0.6
H -0.1 0.6 0.5
H 0.1 -0.5 -0.6
H 0.3 -0.5 -0.6
H 0.3 0.1 0.5
H 0.4 0.1 -0.3
O -1.2 -0.5 0.3
H 0.7 0.2 -0.5
H 0.6 0.7 1.3
O -1.4 -1.5 -1.4
H 0.1 -0.1 0.3
C -0.1 -0.2 -0.2
H -0.1 -0.2 0.2
H 0.2 0.0 -0.1
H 0.6 0.1 -0.1
C 0.3 0.1 0.0
H 0.2 0.1 0.0
H 0.1 0.0 0.3
H 0.2 -0.1 0.0
C 0.1 -0.7 0.2
H 0.3 0.3 0.4
H -0.5 0.8 0.1
H -0.5 -0.3 0.3
C -0.2 0.4 -0.1
H -0.3 -0.4 -0.2
H 0.4 -0.2 0.3
H -0.4 0.4 0.2
C -0.3 0.2 0.1
C 0.0 0.0 0.0
C 0.3 0.2 0.1
C 0.0 -0.3 0.2
C -0.1 0.2 -1.7
C 0.0 -0.8 4.6
H 0.0 0.0 0.0
H 0.2 0.1 0.1
H 0.0 -0.3 0.1
H 0.0 0.0 0.0
H -0.2 0.1 0.1
H 0.0 -0.3 0.1
H 0.2 0.1 0.1
H -0.2 0.1 0.0
H 0.0 0.0 -0.1

charge: +1
energy above the lowest of the compared OMol25 structures with the same formula, charge and spin: 0.0 kJ/mol
DFT total energy: -67990.8489 eV
Kohn-Sham gap (alpha / beta): 7.48 / 9.01 eV
2S+1: 4
E_LUMO (alpha / beta): -2.764 / -2.818 eV